Entry 1:
{
  "formula": "C4H2F2O",
  "method": "ωB97M-V/def2-TZVPD",
  "spin_multiplicity": 3,
  "total_charge": 0,
  "e_above_lowest_kj_mol": 215.0,
  "lumo_energy_ev": [0.646, -1.504],
  "species": ["C", "C", "C", "C", "O", "F", "F", "H", "H"],
  "positions_angstrom": [[-0.223, -0.548, 0.877], [-0.195, -0.774, -0.471], [-0.423, 0.762, 1.516], [0.908, 0.976, -1.498], [0.029, 0.075, -1.499], [-0.005, 0.856, 2.759], [0.538, 1.703, -2.533], [-0.521, -1.215, 1.573], [-0.108, -1.834, -0.724]]
}

***

Entry 2:
{
  "formula": "C31H36IrN5O4",
  "method": "ωB97M-V/def2-TZVPD",
  "spin_multiplicity": 1,
  "total_charge": 2,
  "e_above_lowest_kj_mol": 0.0,
  "lumo_energy_ev": -5.741,
  "species": ["Ir", "C", "O", "C", "O", "N", "N", "H", "H", "H", "H", "H", "H", "C", "C", "C", "C", "C", "C", "C", "C", "C", "C", "N", "C", "C", "C", "C", "C", "N", "H", "H", "H", "H", "H", "H", "H", "H", "H", "H", "H", "H", "H", "H", "H", "H", "H", "C", "O", "C", "C", "C", "C", "C", "C", "N", "C", "C", "C", "C", "C", "C", "C", "O", "H", "H", "H", "H", "H", "H", "H", "H", "H", "H", "H", "H", "H"],
  "positions_angstrom": [[-0.889, -0.261, 1.099], [-4.381, 1.677, 3.777], [-4.011, 0.267, 3.740], [-3.072, -0.079, 2.920], [-2.460, 0.703, 2.171], [-2.785, -1.401, 2.945], [-1.802, -1.870, 2.053], [-5.239, 1.719, 4.437], [-4.642, 2.012, 2.777], [-3.552, 2.255, 4.176], [-3.314, -2.046, 3.513], [-2.208, -2.545, 1.405], [-1.064, -2.333, 2.587], [-3.286, -1.329, -1.044], [-1.971, -0.642, -1.445], [-0.906, -1.633, -1.873], [-1.059, -2.195, -3.133], [-0.231, -3.216, -3.568], [0.712, -3.736, -2.701], [0.905, -3.214, -1.424], [1.811, -4.010, -0.502], [1.172, -5.358, -0.149], [0.155, -2.078, -1.067], [0.456, -1.362, 0.129], [1.653, -1.275, 0.646], [1.730, -0.724, 1.948], [2.700, -0.567, 2.936], [2.044, -0.054, 4.058], [0.695, 0.094, 3.731], [0.505, -0.333, 2.471], [-4.052, -0.597, -0.789], [-3.158, -2.002, -0.194], [-3.659, -1.936, -1.868], [-1.598, 0.057, -0.668], [-2.193, 0.020, -2.284], [-1.855, -1.836, -3.776], [-0.354, -3.635, -4.557], [1.307, -4.588, -3.007], [2.031, -3.493, 0.428], [2.767, -4.182, -1.001], [0.269, -5.214, 0.449], [1.864, -5.970, 0.429], [0.892, -5.916, -1.041], [2.521, -1.612, 0.096], [3.744, -0.821, 2.850], [2.477, 0.175, 5.017], [-0.109, 0.486, 4.333], [0.091, 3.524, -3.050], [0.968, 2.984, -2.061], [1.528, 1.784, -2.286], [1.235, 0.968, -3.377], [1.925, -0.216, -3.576], [2.922, -0.615, -2.697], [3.219, 0.188, -1.613], [2.515, 1.365, -1.385], [2.981, 2.193, -0.323], [2.416, 3.093, 0.442], [1.058, 3.423, 0.683], [0.844, 4.754, 1.108], [-0.419, 5.252, 1.292], [-1.507, 4.401, 1.075], [-1.328, 3.077, 0.732], [-0.046, 2.541, 0.555], [0.181, 1.267, 0.288], [-0.173, 4.516, -2.698], [-0.812, 2.917, -3.141], [0.593, 3.597, -4.015], [0.488, 1.278, -4.093], [1.698, -0.820, -4.444], [3.481, -1.523, -2.874], [4.022, -0.081, -0.934], [3.985, 2.133, -0.209], [3.144, 3.701, 0.971], [1.704, 5.400, 1.240], [-0.572, 6.278, 1.592], [-2.513, 4.788, 1.179], [-2.187, 2.437, 0.590]]
}

***

Entry 3:
{
  "formula": "C37H38FN3O6",
  "method": "ωB97M-V/def2-TZVPD",
  "spin_multiplicity": 1,
  "total_charge": 0,
  "e_above_lowest_kj_mol": 20.9,
  "lumo_energy_ev": 0.638,
  "species": ["C", "O", "C", "O", "C", "C", "C", "C", "C", "C", "F", "C", "C", "C", "C", "C", "C", "C", "O", "N", "C", "C", "N", "C", "C", "C", "C", "C", "O", "C", "C", "O", "C", "C", "C", "C", "C", "C", "N", "C", "O", "C", "C", "C", "C", "C", "C", "H", "H", "H", "H", "H", "H", "H", "H", "H", "H", "H", "H", "H", "H", "H", "H", "H", "H", "H", "H", "H", "H", "H", "H", "H", "H", "H", "H", "H", "H", "H", "H", "H", "H", "H", "H", "H", "H"],
  "positions_angstrom": [[-0.268, -0.163, 2.187], [0.639, -0.853, 1.336], [1.467, -0.094, 0.638], [1.425, 1.110, 0.636], [2.487, -0.883, -0.207], [2.954, -2.206, 0.436], [1.874, -3.227, 0.662], [1.405, -4.033, -0.368], [0.384, -4.944, -0.157], [-0.158, -5.051, 1.109], [-1.176, -5.918, 1.319], [0.319, -4.301, 2.168], [1.340, -3.401, 1.936], [1.934, -1.061, -1.642], [0.454, -0.906, -1.715], [-0.738, -1.586, -1.451], [-1.761, -0.676, -1.676], [-3.219, -0.882, -1.690], [-3.922, -0.418, -2.581], [-3.753, -1.633, -0.694], [-3.067, -2.087, 0.487], [-5.159, -1.958, -0.741], [-1.211, 0.519, -2.087], [-1.947, 1.748, -2.278], [-2.587, 2.152, -0.974], [-1.807, 2.473, 0.126], [-2.418, 2.771, 1.329], [-3.801, 2.738, 1.481], [-4.234, 3.027, 2.743], [-5.577, 3.381, 2.984], [-4.594, 2.388, 0.372], [-5.954, 2.301, 0.537], [-6.746, 1.978, -0.581], [-3.967, 2.121, -0.838], [0.127, 0.378, -2.089], [1.311, 1.237, -2.373], [2.446, 0.180, -2.417], [3.744, 0.562, -1.710], [3.629, 0.015, -0.371], [4.189, 0.562, 0.735], [3.893, 0.202, 1.861], [5.224, 1.609, 0.483], [5.011, 2.892, 0.969], [5.972, 3.871, 0.783], [7.154, 3.567, 0.129], [7.377, 2.283, -0.339], [6.414, 1.305, -0.168], [-0.996, 0.401, 1.599], [0.280, 0.532, 2.826], [-0.761, -0.926, 2.783], [3.417, -1.955, 1.391], [3.723, -2.620, -0.222], [1.834, -3.962, -1.355], [0.010, -5.563, -0.958], [-0.106, -4.431, 3.151], [1.725, -2.813, 2.754], [2.318, -1.985, -2.073], [-0.849, -2.614, -1.168], [-3.663, -1.828, 1.367], [-2.938, -3.173, 0.469], [-2.093, -1.617, 0.569], [-5.296, -3.037, -0.640], [-5.697, -1.457, 0.069], [-5.554, -1.629, -1.700], [-1.241, 2.508, -2.621], [-2.715, 1.587, -3.040], [-0.730, 2.488, 0.053], [-1.832, 3.033, 2.195], [-6.249, 2.527, 2.880], [-5.908, 4.181, 2.317], [-5.597, 3.737, 4.014], [-6.479, 1.003, -0.999], [-7.769, 1.945, -0.209], [-6.669, 2.741, -1.361], [-4.554, 1.846, -1.699], [1.238, 1.789, -3.311], [1.476, 1.948, -1.560], [2.638, -0.082, -3.459], [3.895, 1.643, -1.675], [4.604, 0.110, -2.221], [4.089, 3.112, 1.485], [5.800, 4.871, 1.154], [7.906, 4.330, -0.010], [8.304, 2.043, -0.839], [6.590, 0.299, -0.522]]
}

***

Entry 4:
{
  "formula": "C19H41NOSi",
  "method": "ωB97M-V/def2-TZVPD",
  "spin_multiplicity": 1,
  "total_charge": 0,
  "e_above_lowest_kj_mol": 75.7,
  "lumo_energy_ev": 0.924,
  "species": ["C", "C", "C", "C", "C", "C", "C", "C", "C", "C", "C", "C", "C", "C", "C", "Si", "C", "C", "O", "C", "C", "N", "H", "H", "H", "H", "H", "H", "H", "H", "H", "H", "H", "H", "H", "H", "H", "H", "H", "H", "H", "H", "H", "H", "H", "H", "H", "H", "H", "H", "H", "H", "H", "H", "H", "H", "H", "H", "H", "H", "H", "H", "H"],
  "positions_angstrom": [[6.940, 3.722, 1.645], [6.223, 2.395, 1.989], [5.556, 1.732, 0.765], [6.470, 0.658, 0.161], [6.348, 0.513, -1.359], [5.076, -0.216, -1.869], [4.329, -1.067, -0.842], [2.937, -1.402, -1.424], [2.325, -2.657, -0.763], [0.776, -2.657, -0.794], [0.126, -2.834, 0.600], [-0.658, -1.576, 1.073], [-2.147, -1.809, 0.815], [-3.012, -0.540, 1.063], [-3.789, -0.171, -0.227], [-5.476, 0.658, 0.065], [-6.453, -0.224, 1.447], [-7.428, 0.640, 2.194], [-8.543, 0.818, 1.861], [-6.438, 0.441, -1.569], [-7.306, 1.637, -1.940], [-8.474, 1.773, -1.080], [6.745, 4.475, 2.404], [6.606, 4.088, 0.676], [8.022, 3.616, 1.605], [6.962, 1.735, 2.441], [5.466, 2.613, 2.738], [5.323, 2.521, 0.054], [4.658, 1.259, 1.155], [6.375, -0.298, 0.671], [7.491, 0.998, 0.354], [7.258, 0.049, -1.738], [6.322, 1.524, -1.766], [4.388, 0.479, -2.346], [5.403, -0.905, -2.647], [4.132, -0.556, 0.095], [4.802, -2.032, -0.678], [2.255, -0.583, -1.199], [2.979, -1.577, -2.498], [2.661, -3.532, -1.315], [2.683, -2.712, 0.264], [0.461, -3.510, -1.391], [0.412, -1.759, -1.293], [-0.604, -3.638, 0.525], [0.875, -3.145, 1.324], [-0.471, -1.476, 2.139], [-0.318, -0.705, 0.521], [-2.525, -2.644, 1.403], [-2.214, -2.115, -0.228], [-2.377, 0.298, 1.338], [-3.667, -0.772, 1.901], [-4.000, -1.051, -0.830], [-3.180, 0.540, -0.786], [-5.308, 2.106, 0.333], [-5.776, -0.649, 2.193], [-7.004, -1.060, 1.019], [-7.095, 1.109, 3.146], [-6.973, -0.508, -1.591], [-5.665, 0.379, -2.341], [-7.654, 1.463, -2.973], [-6.736, 2.559, -1.988], [-8.997, 2.603, -1.332], [-9.097, 0.979, -1.171]]
}

***

Entry 5:
{
  "formula": "C29H20ClF5OPRu",
  "method": "ωB97M-V/def2-TZVPD",
  "spin_multiplicity": 6,
  "total_charge": 0,
  "e_above_lowest_kj_mol": 0.0,
  "lumo_energy_ev": [0.455, -2.213],
  "species": ["C", "C", "C", "H", "C", "C", "H", "H", "H", "H", "Ru", "Cl", "P", "C", "C", "H", "C", "H", "C", "H", "C", "H", "C", "H", "C", "C", "H", "C", "H", "C", "H", "C", "H", "C", "H", "C", "C", "H", "C", "H", "C", "H", "C", "H", "C", "H", "F", "C", "C", "F", "C", "F", "C", "O", "C", "F", "C", "F"],
  "positions_angstrom": [[-3.215, 0.523, 1.409], [-2.137, 1.453, 1.328], [-2.127, 2.059, 0.036], [-1.367, 1.582, 2.095], [-3.202, 1.503, -0.745], [-3.938, 0.570, 0.126], [-4.763, -0.070, -0.158], [-3.461, -0.104, 2.264], [-1.375, 2.763, -0.333], [-3.459, 1.756, -1.762], [-2.273, -0.435, -0.329], [-1.500, -0.462, -2.488], [1.178, 0.679, -0.330], [1.285, 2.211, -1.237], [2.129, 3.222, -0.751], [2.649, 3.068, 0.192], [2.292, 4.379, -1.503], [2.982, 5.142, -1.146], [1.595, 4.532, -2.709], [1.751, 5.425, -3.308], [0.706, 3.546, -3.164], [0.162, 3.671, -4.107], [0.527, 2.387, -2.418], [-0.173, 1.604, -2.718], [1.736, 0.898, 1.347], [1.222, 1.953, 2.134], [0.500, 2.652, 1.707], [1.666, 2.096, 3.445], [1.325, 2.949, 4.039], [2.575, 1.165, 3.975], [2.956, 1.306, 4.986], [3.012, 0.069, 3.217], [3.726, -0.648, 3.627], [2.559, -0.094, 1.913], [2.854, -0.947, 1.301], [2.106, -0.586, -1.170], [3.287, -0.158, -1.798], [3.522, 0.905, -1.809], [4.129, -1.110, -2.359], [5.069, -0.779, -2.804], [3.760, -2.463, -2.325], [4.434, -3.203, -2.752], [2.546, -2.877, -1.752], [2.276, -3.937, -1.743], [1.696, -1.936, -1.179], [0.730, -2.197, -0.741], [-5.803, -5.119, 1.022], [-4.678, -4.389, 0.947], [-4.017, -4.273, -0.281], [-4.492, -4.907, -1.372], [-2.841, -3.553, -0.352], [-2.124, -3.516, -1.495], [-2.349, -2.856, 0.789], [-1.347, -1.994, 0.650], [-2.984, -3.067, 2.034], [-2.441, -2.548, 3.162], [-4.140, -3.813, 2.104], [-4.739, -4.024, 3.292]]
}